Entry 1:
ORCA calculation (ωB97M-V/def2-TZVPD) on a molecular structure, C27H27As2N3O12RhS2.

As for the frontier orbital gap (spin up / spin down): 8.03 / 6.34 eV. For the relative energy (zero: lowest compared OMol25 entry of this formula, charge and spin), the calculation gives 26.47 kcal/mol. The value obtained for the total energy is -7490.452356 hartree. Its expectation value of S² is 6.016.

ORCA input file:
```
! wB97M-V def2-TZVPD RIJCOSX def2/J DEFGRID3
* xyz 1 5
Rh 0.03 -0.56 0.79
S 1.73 -1.11 2.39
C 1.75 -2.57 1.45
N 0.97 -2.62 0.39
C 1.06 -3.85 -0.24
C 0.38 -4.24 -1.40
C 0.57 -5.52 -1.87
C 1.43 -6.41 -1.23
C 2.12 -6.03 -0.09
C 1.93 -4.75 0.39
S 2.65 -4.00 1.79
H -0.27 -3.54 -1.91
H 0.05 -5.83 -2.76
H 1.56 -7.41 -1.62
H 2.80 -6.72 0.40
C 3.07 1.77 0.69
C 1.70 2.28 0.42
N 0.61 1.57 0.24
C -0.41 2.47 -0.01
C 0.09 3.74 0.03
N 1.41 3.60 0.30
C -0.44 5.13 -0.16
O -1.74 5.29 -0.34
O 0.34 6.04 -0.13
C -1.76 2.03 -0.32
O -2.74 2.74 -0.35
O -1.79 0.71 -0.58
H 3.09 0.70 0.55
H 3.37 2.00 1.72
H 3.79 2.24 0.02
H 2.05 4.38 0.36
H -2.23 4.43 -0.33
C -1.62 -3.40 2.39
O -2.23 -4.47 1.68
C -3.18 -4.21 0.77
O -3.58 -5.08 0.05
C -3.65 -2.79 0.62
C -4.84 -2.39 1.06
As -5.63 -0.62 0.63
C -6.38 -0.27 2.40
C -3.81 0.17 0.69
C -3.09 0.08 -0.58
As -2.53 -1.90 -0.74
C -3.62 -2.50 -2.24
C -3.82 0.49 -1.85
O -5.01 0.52 -1.98
O -2.94 0.76 -2.81
C -3.51 1.11 -4.08
C -3.01 0.30 1.90
O -1.78 0.22 1.97
O -3.73 0.52 2.99
C -3.01 0.66 4.22
C -5.93 -3.29 1.58
O -6.92 -3.36 0.91
O -5.80 -3.98 2.71
C -4.67 -3.77 3.57
H -0.83 -3.86 2.98
H -2.33 -2.90 3.06
H -1.18 -2.67 1.70
H -7.37 -0.72 2.38
H -6.48 0.81 2.52
H -5.80 -0.68 3.23
H -4.66 -2.17 -2.11
H -3.59 -3.59 -2.22
H -3.21 -2.12 -3.17
H -2.70 1.03 -4.80
H -3.88 2.13 -4.04
H -4.32 0.43 -4.33
H -3.77 0.71 4.99
H -2.41 1.57 4.20
H -2.36 -0.20 4.37
H -3.87 -4.47 3.31
H -5.03 -3.97 4.57
H -4.32 -2.73 3.51
*
```

These are the Löwdin partial charges, in e, on atoms 1 to 2:
1 Rh 0.91
2 S 0.60


Entry 2:
ORCA calculation (ωB97M-V/def2-TZVPD) on a molecular structure, C27H27BCl5CrF2N12OPS2 in a non-equilibrium geometry.

As for the frontier orbital gap (spin up / spin down): 6.11 / 5.37 eV. For the relative energy (zero: lowest compared OMol25 entry of this formula, charge and spin), the calculation gives 54.76 kcal/mol. The value obtained for the total energy is -6485.348354 hartree. Its expectation value of S² is 6.040.

ORCA input file:
```
! wB97M-V def2-TZVPD RIJCOSX def2/J DEFGRID3
* xyz -2 5
Cr -1.43 -1.72 -0.73
N -2.79 -0.33 2.06
C -1.38 -0.05 1.79
N -0.59 0.69 2.58
N 0.57 0.74 1.87
N 0.48 0.05 0.79
N -0.75 -0.50 0.70
C -3.60 -0.25 0.91
N -4.78 0.23 0.88
N -5.22 -0.09 -0.35
N -4.31 -0.61 -1.04
N -3.22 -0.80 -0.26
H -3.07 0.46 2.65
C -3.51 5.74 -2.03
C -2.12 5.31 -1.53
N -1.86 3.90 -1.49
C -1.45 3.33 -0.21
C -2.63 3.21 0.78
C -1.70 3.38 -2.77
O -1.89 4.08 -3.76
C -1.36 1.92 -3.02
C -0.70 1.60 -4.17
C -0.28 0.29 -4.42
C -0.47 -0.62 -3.37
N -1.16 -0.30 -2.27
C -1.54 0.97 -2.06
H -3.42 6.81 -2.34
H -4.35 5.53 -1.30
H -3.90 5.24 -2.87
H -1.92 5.74 -0.53
H -1.35 5.72 -2.06
H -0.75 4.01 0.18
H -1.02 2.29 -0.25
H -3.09 4.15 0.97
H -2.20 2.79 1.69
H -3.47 2.57 0.39
H -0.52 2.43 -4.81
H 0.19 -0.07 -5.37
H -0.13 -1.65 -3.42
H -2.02 1.04 -1.12
F 2.07 -1.47 -2.22
B 1.79 -2.26 -1.15
F 0.30 -2.46 -1.18
S 7.07 -2.66 3.29
P 5.43 -2.31 2.33
S 2.64 -3.19 -0.05
C 3.93 -2.54 3.27
C 2.81 -1.70 3.08
C 1.79 -1.88 3.93
C 1.79 -2.81 4.96
C 2.90 -3.60 5.17
C 3.98 -3.51 4.30
C 5.48 -0.73 1.46
C 5.74 -0.70 0.12
C 5.97 0.51 -0.57
C 5.78 1.70 0.08
C 5.50 1.70 1.46
C 5.31 0.53 2.15
H 2.84 -0.97 2.29
H 0.90 -1.27 3.80
H 0.93 -2.91 5.60
H 2.83 -4.44 5.87
H 4.86 -4.14 4.36
H 5.77 -1.63 -0.51
H 6.13 0.48 -1.66
H 5.94 2.61 -0.46
H 5.34 2.66 1.96
H 5.08 0.44 3.20
Cl -4.64 -3.69 1.01
C -3.13 -4.40 0.58
Cl -1.78 -3.32 1.17
H -3.04 -4.48 -0.49
H -3.08 -5.28 1.21
Cl -3.38 -0.86 -4.89
C -2.73 -2.36 -4.46
Cl -3.93 -7.56 1.34
Cl -1.78 -3.00 -5.76
C -2.46 -2.75 -3.23
N -2.27 -2.99 -2.07
*
```

These are the Löwdin partial charges, in e, on atoms 1 to 2:
1 Cr 0.70
2 N 0.14


Entry 3:
ORCA calculation (ωB97M-V/def2-TZVPD) on a molecular structure, C27H27BCo2O8S in a non-equilibrium geometry.

As for the frontier orbital gap: 1.65 eV. The value obtained for the total energy is -4835.332451 hartree.

ORCA input file:
```
! wB97M-V def2-TZVPD RIJCOSX def2/J DEFGRID3
* xyz 0 1
C 4.57 -0.37 3.41
C 3.79 -0.35 2.12
C 2.40 -0.49 2.15
C 1.65 -0.47 0.97
C 2.29 -0.32 -0.25
B 1.38 -0.30 -1.64
C 1.30 -1.90 -2.12
C 0.37 -2.91 -2.01
C 0.71 -4.04 -2.85
C 1.86 -3.86 -3.60
C 2.49 -4.81 -4.55
S 2.55 -2.30 -3.29
O 0.02 0.10 -1.43
C -0.04 1.38 -2.03
C -1.46 1.61 -2.53
C 0.33 2.46 -1.02
C 1.08 1.29 -3.21
C 0.55 0.59 -4.46
C 1.66 2.64 -3.63
O 2.09 0.50 -2.61
C 3.66 -0.14 -0.30
C 4.41 -0.16 0.89
H 5.62 -0.15 3.22
H 4.17 0.36 4.12
H 4.50 -1.36 3.88
H 1.90 -0.63 3.11
H 0.57 -0.61 1.02
H -0.51 -2.88 -1.38
H 0.11 -4.95 -2.91
H 1.93 -5.74 -4.58
H 2.52 -4.38 -5.55
H 3.52 -5.04 -4.26
H -1.57 2.62 -2.97
H -1.75 0.86 -3.27
H -2.16 1.53 -1.68
H 0.12 3.47 -1.40
H -0.26 2.30 -0.11
H 1.39 2.37 -0.74
H -0.18 1.22 -4.98
H 1.39 0.40 -5.14
H 0.10 -0.37 -4.22
H 0.86 3.29 -4.04
H 2.14 3.14 -2.78
H 2.42 2.49 -4.41
H 4.19 -0.02 -1.25
H 5.49 -0.03 0.86
O -6.15 -1.35 6.25
C -5.79 -0.48 5.58
Co -5.10 0.76 4.54
C -5.90 0.37 3.02
O -6.43 0.09 2.03
C -6.11 2.05 5.16
O -6.78 2.88 5.62
C -3.09 0.29 4.47
C -2.31 -0.29 3.49
C -1.70 -1.39 2.97
Co -2.77 1.40 3.11
C -3.36 0.96 1.48
O -3.71 0.70 0.41
C -1.12 2.00 2.85
O -0.07 2.42 2.58
C -3.81 2.88 3.46
O -4.24 3.95 3.34
H -2.81 0.36 5.55
H -1.30 -1.39 1.96
H -1.64 -2.31 3.57
*
```

These are the Löwdin partial charges, in e, on atoms 1 to 2:
1 C -0.07
2 C -0.30


Entry 4:
ORCA calculation (ωB97M-V/def2-TZVPD) on a molecular structure, C27H27BaN9O2.

As for the frontier orbital gap: 7.85 eV. For the relative energy (zero: lowest compared OMol25 entry of this formula, charge and spin), the calculation gives 0.00 kcal/mol. The value obtained for the total energy is -1713.395460 hartree.

ORCA input file:
```
! wB97M-V def2-TZVPD RIJCOSX def2/J DEFGRID3
* xyz 2 1
Ba -0.01 0.09 -0.10
O -3.19 6.24 4.18
N -3.63 5.18 3.79
O -4.61 4.61 4.20
C -2.89 4.51 2.71
C -2.69 5.18 1.57
C -2.01 4.53 0.49
C -1.78 5.18 -0.74
C -1.11 4.54 -1.74
C -0.68 3.23 -1.50
N -0.87 2.58 -0.37
C -1.54 3.21 0.63
C -1.76 2.51 1.90
N -1.30 1.23 2.03
C -1.51 0.61 3.18
C -2.17 1.19 4.27
C -2.65 2.46 4.14
C -2.45 3.16 2.93
H -3.03 6.20 1.46
H -2.14 6.20 -0.87
H -0.92 5.01 -2.69
H -0.15 2.70 -2.29
H -1.13 -0.40 3.27
H -2.30 0.63 5.18
H -3.18 2.94 4.96
N 0.85 -2.51 0.40
C 1.40 -3.23 -0.75
C 1.66 -4.57 -0.66
C 2.22 -5.29 -1.74
C 2.54 -4.64 -2.89
C 2.28 -3.26 -3.02
C 2.60 -2.56 -4.21
C 2.31 -1.23 -4.32
C 1.68 -0.61 -3.23
N 1.38 -1.20 -2.09
C 1.69 -2.54 -1.96
H 0.19 -3.14 0.86
H 1.60 -2.40 1.08
H 1.44 -5.09 0.26
H 2.41 -6.35 -1.63
H 2.98 -5.17 -3.72
H 3.07 -3.10 -5.02
H 2.54 -0.67 -5.21
H 1.42 0.45 -3.31
C 3.52 0.94 -0.04
N 2.44 0.96 1.00
C 2.31 2.37 1.47
N 3.55 2.89 1.99
C 4.56 2.83 0.93
N 4.77 1.45 0.47
C 5.18 0.63 1.61
N 4.18 0.66 2.68
C 2.94 0.16 2.15
C 3.99 2.05 3.10
H 3.19 1.56 -0.88
H 3.65 -0.09 -0.38
H 1.54 2.39 2.25
H 1.97 2.98 0.63
H 5.51 3.22 1.32
H 4.25 3.45 0.09
H 6.13 1.02 2.00
H 5.34 -0.39 1.28
H 2.17 0.17 2.93
H 3.09 -0.88 1.81
H 4.93 2.43 3.50
H 3.24 2.08 3.90
*
```

These are the Löwdin partial charges, in e, on atoms 1 to 2:
1 Ba 1.92
2 O 0.15


Entry 5:
ORCA calculation (ωB97M-V/def2-TZVPD) on a molecular structure, C27H27CoN9SSe.

As for the frontier orbital gap (spin up / spin down): 7.80 / 4.72 eV. For the relative energy (zero: lowest compared OMol25 entry of this formula, charge and spin), the calculation gives 0.66 kcal/mol. The value obtained for the total energy is -5719.442921 hartree. Its expectation value of S² is 6.013.

ORCA input file:
```
! wB97M-V def2-TZVPD RIJCOSX def2/J DEFGRID3
* xyz 3 5
Co 0.53 0.00 1.50
N 3.01 -0.06 3.57
C 1.79 -0.04 4.21
C 1.79 -0.03 5.61
C 0.60 0.01 6.29
C -0.59 0.01 5.57
C -0.52 -0.02 4.20
N 0.64 -0.04 3.52
C 3.40 -0.04 2.25
C 4.79 -0.03 2.02
C 5.27 0.00 0.74
C 4.35 0.01 -0.32
C 3.02 -0.02 -0.03
N 2.52 -0.04 1.23
H 3.79 -0.03 4.21
H 2.74 -0.04 6.14
H 0.59 0.03 7.37
H -1.55 0.04 6.07
H -1.43 -0.04 3.61
H 5.46 -0.05 2.86
H 6.33 0.01 0.55
H 4.70 0.04 -1.35
H 2.28 -0.03 -0.81
Se -6.96 0.00 0.72
N -5.75 -1.28 0.79
C -4.57 -0.72 0.88
C -3.33 -1.45 0.92
C -3.26 -2.85 0.84
C -2.03 -3.46 0.84
C -0.88 -2.68 0.95
N -0.93 -1.36 1.04
C -2.13 -0.73 1.00
C -2.13 0.73 0.99
N -0.93 1.36 1.02
C -0.88 2.68 0.90
C -2.03 3.46 0.78
C -3.26 2.85 0.82
C -3.33 1.45 0.91
C -4.57 0.72 0.88
N -5.75 1.28 0.80
H -4.18 -3.42 0.78
H -1.94 -4.54 0.75
H 0.10 -3.14 0.97
H 0.10 3.14 0.90
H -1.94 4.53 0.66
H -4.18 3.42 0.75
C 0.82 -2.37 -3.59
N 0.47 -1.13 -4.29
C -0.05 -1.34 -5.65
C 0.37 0.05 -3.66
S -0.18 0.00 -2.02
N 0.64 1.20 -4.26
C 1.33 1.30 -5.54
C 0.34 2.48 -3.63
H 1.54 -2.92 -4.19
H -0.06 -3.00 -3.44
H 1.27 -2.15 -2.63
H -0.88 -2.05 -5.60
H 0.72 -1.77 -6.29
H -0.42 -0.42 -6.08
H 1.87 0.39 -5.76
H 2.04 2.12 -5.48
H 0.64 1.52 -6.35
H -0.44 2.38 -2.87
H -0.01 3.18 -4.39
H 1.24 2.90 -3.18
*
```

These are the Löwdin partial charges, in e, on atoms 1 to 2:
1 Co 0.80
2 N 0.15


Entry 6:
ORCA calculation (ωB97M-V/def2-TZVPD) on a molecular structure, C27H27CsN3O2S in a non-equilibrium geometry.

As for the frontier orbital gap: 5.21 eV. For the relative energy (zero: lowest compared OMol25 entry of this formula, charge and spin), the calculation gives 7.92 kcal/mol. The value obtained for the total energy is -1778.201674 hartree.

ORCA input file:
```
! wB97M-V def2-TZVPD RIJCOSX def2/J DEFGRID3
* xyz -1 1
Cs -0.60 0.11 -0.27
O -2.50 1.04 1.13
C -3.31 0.77 2.06
C -4.35 1.66 2.45
C -5.24 1.36 3.46
C -5.16 0.15 4.15
C -4.16 -0.74 3.80
C -3.24 -0.47 2.78
C -2.26 -1.55 2.55
N -1.30 -1.60 1.70
N -0.58 -2.83 1.80
C 0.40 -2.86 0.93
O 0.79 -2.02 0.07
C 1.20 -4.16 0.97
C 0.91 -5.17 1.88
C 1.66 -6.34 1.90
C 2.70 -6.52 1.00
C 3.00 -5.51 0.10
C 2.25 -4.34 0.08
H -4.41 2.60 1.91
H -6.01 2.08 3.71
H -5.86 -0.08 4.95
H -4.08 -1.68 4.32
H -2.38 -2.42 3.21
H 0.09 -5.03 2.57
H 1.42 -7.12 2.61
H 3.29 -7.43 1.01
H 3.81 -5.63 -0.61
H 2.47 -3.54 -0.62
C 0.49 3.82 1.34
C 1.93 4.01 0.87
C 2.23 5.48 0.59
C 2.20 3.12 -0.33
C 1.63 3.39 -1.58
C 1.79 2.51 -2.63
C 2.51 1.33 -2.48
C 2.54 0.31 -3.58
C 3.10 1.08 -1.26
C 2.96 1.97 -0.20
H 0.28 4.42 2.23
H 0.28 2.78 1.59
H -0.22 4.11 0.57
H 2.60 3.67 1.67
H 1.56 5.89 -0.16
H 3.25 5.63 0.23
H 2.10 6.08 1.50
H 1.03 4.28 -1.72
H 1.32 2.72 -3.59
H 3.43 -0.32 -3.52
H 2.51 0.77 -4.57
H 1.67 -0.36 -3.50
H 3.65 0.15 -1.11
H 3.40 1.73 0.76
S -2.31 0.68 -5.93
C -2.62 -0.88 -5.31
C -2.16 -0.97 -4.04
N -1.58 0.16 -3.53
C -1.60 1.10 -4.43
H -3.11 -1.66 -5.87
H -2.22 -1.84 -3.40
H -1.19 2.08 -4.24
*
```

These are the Löwdin partial charges, in e, on atoms 1 to 2:
1 Cs 1.26
2 O -0.41


Entry 7:
ORCA calculation (ωB97M-V/def2-TZVPD) on a molecular structure, C27H27F3FeN4O2PS4.

As for the frontier orbital gap (spin up / spin down): 5.62 / 5.68 eV. The value obtained for the total energy is -4911.979526 hartree. Its expectation value of S² is 1.181.

ORCA input file:
```
! wB97M-V def2-TZVPD RIJCOSX def2/J DEFGRID3
* xyz 0 2
Fe 0.20 -0.50 0.06
S -0.09 -2.38 -1.04
C 1.28 -3.30 -0.76
C 1.43 -4.60 -1.34
C 2.56 -5.32 -1.10
C 3.60 -4.80 -0.28
C 3.50 -3.57 0.29
C 2.33 -2.77 0.06
S 2.17 -1.26 0.75
C 2.54 1.75 1.16
C 1.29 1.85 1.79
C 1.16 2.64 2.95
C -0.08 2.87 3.48
C -1.19 2.35 2.84
C -1.01 1.53 1.72
C -2.24 0.98 1.03
S -1.88 0.28 -0.60
C -0.97 0.70 -3.44
C -1.80 0.27 -4.47
C -1.44 -0.82 -5.24
C -0.23 -1.46 -4.99
C 0.59 -1.03 -3.97
C 0.23 0.05 -3.16
S 1.22 0.60 -1.81
N 0.19 1.23 1.23
H 0.63 -4.98 -1.96
H 2.68 -6.30 -1.53
H 4.49 -5.40 -0.11
H 4.28 -3.16 0.91
H 2.67 1.27 0.21
H 3.39 2.22 1.63
H 2.05 3.07 3.39
H -0.20 3.48 4.37
H -2.19 2.54 3.20
H -2.98 1.78 0.95
H -2.67 0.20 1.65
H -2.74 0.78 -4.68
H -2.09 -1.16 -6.04
H 0.07 -2.30 -5.60
H 1.53 -1.54 -3.76
F -0.74 -1.76 5.10
C -1.23 -1.83 3.87
F -2.36 -1.08 3.84
F -1.59 -3.10 3.64
C -0.23 -1.33 2.80
O 0.90 -1.02 3.16
O -0.75 -1.31 1.64
C -2.89 4.79 -3.57
N -3.36 4.09 -2.38
C -2.68 4.64 -1.21
N -1.23 4.60 -1.30
C -0.82 5.32 -2.52
N -1.44 4.78 -3.73
C -0.96 3.41 -3.94
P -1.38 2.23 -2.57
C -3.18 2.64 -2.45
C -0.68 3.25 -1.21
H -3.22 5.82 -3.50
H -3.34 4.34 -4.45
H -3.00 4.08 -0.32
H -2.99 5.68 -1.10
H 0.26 5.29 -2.61
H -1.13 6.36 -2.41
H 0.13 3.41 -4.02
H -1.34 3.03 -4.89
H -3.58 2.19 -1.54
H -3.73 2.22 -3.29
H 0.41 3.25 -1.28
H -0.96 2.81 -0.26
*
```

These are the Löwdin partial charges, in e, on atoms 1 to 2:
1 Fe -0.33
2 S 0.92